Entry 1:
The following is a DFT calculation (the ωB97M-V functional and the def2-TZVPD basis) of 3 unconnected molecules or ions with the total composition C36H64N3O9PS in a non-equilibrium geometry.

The geometry in ORCA input format:
```
! RIJCOSX wB97M-V def2-TZVPD def2/J DEFGRID3
* xyz 0 1
C 1.700 -7.278 3.323
C 3.350 -7.359 3.155
C 3.942 -5.904 3.663
C 5.308 -5.625 2.776
C 5.113 -4.531 1.569
C 3.775 -4.744 0.647
C 4.110 -5.208 -0.903
C 3.272 -4.275 -2.010
C 4.180 -2.927 -2.232
C 3.333 -1.572 -2.603
C 2.001 -1.316 -1.672
C 2.400 -1.021 -0.101
C 1.816 0.437 0.455
C 0.178 0.520 0.451
C -0.556 -0.543 1.489
C -2.000 -1.123 0.877
C -2.829 -0.369 -0.329
C -4.219 -1.016 -0.920
S -5.088 -0.085 -2.298
C -4.885 -2.442 -0.355
N -6.138 -2.904 -1.043
C -6.560 -4.196 -0.401
O -7.779 -4.853 -0.980
C -7.323 -6.018 -1.799
N -7.118 -7.166 -2.380
C -5.851 -4.962 0.847
P -6.543 -6.633 1.557
O -6.343 -6.431 3.311
O -8.267 -6.751 1.343
N -4.600 -4.438 1.495
C -4.096 -3.170 0.867
C -2.685 -2.518 1.469
H 1.425 -6.949 4.415
H 1.354 -6.408 2.597
H 1.177 -8.264 2.972
H 3.554 -7.444 2.005
H 3.827 -8.268 3.752
H 3.182 -5.027 3.418
H 4.143 -5.946 4.817
H 6.130 -5.207 3.512
H 5.671 -6.688 2.379
H 6.104 -4.575 0.908
H 5.078 -3.437 2.035
H 3.215 -3.699 0.591
H 2.998 -5.513 1.066
H 3.736 -6.332 -1.012
H 5.247 -5.076 -1.185
H 3.132 -4.903 -3.007
H 2.219 -4.094 -1.534
H 4.887 -3.152 -3.162
H 4.909 -2.802 -1.304
H 3.071 -1.535 -3.743
H 4.067 -0.653 -2.407
H 1.194 -2.173 -1.736
H 1.469 -0.342 -2.091
H 1.955 -1.918 0.550
H 3.589 -1.053 -0.001
H 2.238 1.244 -0.316
H 2.279 0.729 1.498
H -0.172 0.414 -0.663
H -0.115 1.623 0.800
H 0.183 -1.440 1.756
H -0.806 0.024 2.483
H -2.405 0.622 -0.786
H -4.695 1.271 -2.088
H -6.928 -5.619 3.515
H -8.734 -5.869 1.517
H -2.108 -3.042 2.362
C -1.236 7.284 -3.492
O -1.166 5.990 -4.077
C -0.655 4.989 -3.205
C -1.497 3.710 -3.275
O -2.824 3.812 -2.741
C -3.741 4.665 -3.437
C -4.138 4.200 -4.844
O -3.045 4.292 -5.752
C -2.880 3.141 -6.565
H -0.290 7.805 -3.645
H -2.027 7.837 -3.993
H -1.475 7.242 -2.422
H -0.610 5.337 -2.167
H 0.364 4.763 -3.533
H -0.995 2.953 -2.662
H -1.522 3.298 -4.284
H -3.383 5.693 -3.440
H -4.650 4.672 -2.826
H -4.926 4.859 -5.226
H -4.538 3.181 -4.796
H -3.060 2.221 -6.004
H -1.844 3.124 -6.920
H -3.545 3.201 -7.430
C 1.875 6.578 0.048
O 1.202 6.501 1.298
C 0.193 5.500 1.351
C 0.274 4.698 2.654
O 1.427 3.857 2.794
C 2.697 4.509 2.909
C 2.905 5.331 4.188
O 2.079 6.489 4.205
C 1.413 6.698 5.440
H 1.337 7.256 -0.615
H 2.872 6.975 0.226
H 1.981 5.593 -0.425
H 0.256 4.814 0.498
H -0.773 6.011 1.306
H -0.585 4.018 2.675
H 0.160 5.338 3.529
H 2.911 5.096 2.016
H 3.438 3.702 2.914
H 3.944 5.678 4.221
H 2.730 4.696 5.065
H 1.061 5.758 5.874
H 0.541 7.331 5.251
H 2.078 7.218 6.135
*
```

SMILES: CCCCCCCCCCCCCCCc1cc(S)c2nc(OC#N)c(P(O)O)nc2c1.COCCOCCOC.COCCOCCOC
M in g/mol: 746.0
Strongest force on any atom in eV/A: 11.66
Calculated total energy in hartree: -2990.2218
Highest occupied orbital energy in eV: -8.23


Entry 2:
The following is a DFT calculation (the ωB97M-V functional and the def2-TZVPD basis) of 4 unconnected molecules or ions with the total composition C26H54O8S in a non-equilibrium geometry.

The geometry in ORCA input format:
```
! RIJCOSX wB97M-V def2-TZVPD def2/J DEFGRID3
* xyz 0 1
C 1.955 -5.556 0.089
C 2.209 -4.678 -0.696
C 2.456 -3.461 -1.622
C 1.101 -2.615 -1.735
O 1.395 -1.337 -1.163
C 0.251 -0.479 -1.083
C -0.465 -0.484 0.370
C 0.454 -1.350 1.330
S 2.002 -0.461 1.857
C 2.571 -1.525 3.278
C 3.928 -1.013 3.918
C -1.805 -1.317 0.166
C -3.009 -0.574 -0.542
C -3.707 -1.648 -1.501
O -2.670 0.535 -1.379
O -0.605 0.890 0.716
C -1.035 1.183 2.043
C -2.614 1.187 2.284
C -3.149 -0.108 3.050
C -4.027 0.218 4.321
C -5.422 0.757 3.822
O -5.916 1.687 4.408
O -6.025 0.161 2.689
H 1.423 -6.342 0.661
H 2.864 -3.753 -2.626
H 3.239 -2.794 -1.146
H 0.788 -2.462 -2.808
H 0.283 -3.188 -1.218
H -0.485 -0.835 -1.865
H 0.559 0.558 -1.381
H -0.141 -1.457 2.297
H 0.639 -2.399 0.981
H 1.761 -1.605 4.066
H 2.690 -2.579 2.879
H 3.754 -0.682 4.984
H 4.289 -0.148 3.296
H 4.674 -1.863 3.887
H -1.527 -2.191 -0.503
H -2.068 -1.801 1.159
H -3.799 -0.343 0.240
H -3.801 -2.587 -0.888
H -3.045 -1.831 -2.390
H -4.737 -1.331 -1.820
H -2.633 1.336 -0.827
H -0.714 2.253 2.247
H -0.589 0.580 2.877
H -2.813 2.048 3.000
H -3.199 1.432 1.359
H -3.677 -0.839 2.374
H -2.228 -0.666 3.418
H -4.211 -0.777 4.840
H -3.536 0.876 5.080
H -6.048 0.873 2.014
C 5.484 -0.235 0.122
C 6.216 -1.371 0.821
C 7.626 -1.540 0.276
O 5.490 -2.586 0.645
H 5.389 -0.434 -0.951
H 4.470 -0.132 0.516
H 6.009 0.714 0.256
H 6.258 -1.173 1.895
H 7.604 -1.784 -0.790
H 8.136 -2.364 0.780
H 8.214 -0.630 0.414
H 5.446 -2.771 -0.301
C -3.043 5.233 -1.258
C -3.594 4.619 0.019
C -2.898 5.180 1.249
O -3.420 3.202 -0.021
H -1.976 5.013 -1.366
H -3.544 4.813 -2.133
H -3.178 6.317 -1.265
H -4.668 4.811 0.085
H -1.827 4.958 1.225
H -3.297 4.722 2.157
H -3.029 6.262 1.317
H -2.471 3.019 -0.079
C 0.058 0.159 -6.335
C 0.020 0.531 -4.861
C 0.809 1.802 -4.590
O 0.562 -0.538 -4.086
H 1.085 -0.026 -6.663
H -0.503 -0.761 -6.513
H -0.368 0.953 -6.953
H -1.017 0.667 -4.542
H 1.862 1.672 -4.859
H 0.782 2.051 -3.527
H 0.406 2.645 -5.156
H 1.480 -0.669 -4.358
*
```

SMILES: C#CCCOC[C@](CSCC)(C[C@H](C)O)OCCCCC(=O)O.CC(C)O.CC(C)O.CC(C)O
M in g/mol: 526.8
Strongest force on any atom in eV/A: 2.85
Calculated total energy in hartree: -2022.9818
Highest occupied orbital energy in eV: -8.19


Entry 3:
The following is a DFT calculation (the ωB97M-V functional and the def2-TZVPD basis) of a single C29H20N2O4 molecule in a non-equilibrium geometry.

The geometry in ORCA input format:
```
! RIJCOSX wB97M-V def2-TZVPD def2/J DEFGRID3
* xyz 0 1
O -0.936 -1.407 -1.582
C -0.533 -2.319 -0.905
O -1.259 -3.417 -0.640
C -2.573 -3.435 -1.194
C -3.469 -2.401 -0.566
C -3.432 -2.198 0.809
C -4.242 -1.245 1.394
C -5.090 -0.466 0.612
C -5.138 -0.681 -0.764
C -4.333 -1.643 -1.344
H -4.368 -1.800 -2.412
H -5.815 -0.104 -1.376
C -5.954 0.543 1.279
O -6.410 0.353 2.389
C -6.231 1.790 0.523
C -7.443 2.445 0.735
C -7.729 3.618 0.063
C -6.799 4.158 -0.810
C -5.581 3.526 -1.006
C -5.295 2.344 -0.348
H -4.338 1.864 -0.490
H -4.850 3.957 -1.675
H -7.019 5.077 -1.333
H -8.674 4.114 0.223
H -8.150 2.013 1.427
H -4.223 -1.083 2.461
H -2.761 -2.788 1.417
H -2.512 -3.271 -2.276
H -2.944 -4.445 -0.995
C 0.814 -2.371 -0.281
C 1.700 -1.335 -0.543
C 2.972 -1.353 0.022
C 3.349 -2.409 0.852
C 2.460 -3.436 1.111
C 1.196 -3.424 0.549
H 0.500 -4.224 0.747
H 2.755 -4.251 1.755
H 4.337 -2.418 1.287
C 3.894 -0.276 -0.261
N 3.680 0.763 -1.014
N 4.794 1.501 -1.002
C 5.657 0.892 -0.241
C 7.001 1.323 0.065
C 7.820 0.565 0.899
C 9.103 0.997 1.177
C 9.574 2.179 0.629
C 8.759 2.935 -0.201
C 7.476 2.514 -0.486
H 6.823 3.082 -1.129
H 9.129 3.855 -0.627
H 10.577 2.512 0.849
H 9.739 0.410 1.824
H 7.447 -0.355 1.323
O 5.142 -0.254 0.265
H 1.406 -0.519 -1.184
*
```

SMILES: O=C(OCc1ccc(C(=O)c2ccccc2)cc1)c1cccc(-c2nnc(-c3ccccc3)o2)c1
M in g/mol: 460.5
Strongest force on any atom in eV/A: 1.71
Calculated total energy in hartree: -1527.6031
Highest occupied orbital energy in eV: -8.61


Entry 4:
The following is a DFT calculation (the ωB97M-V functional and the def2-TZVPD basis) of 2 unconnected molecules or ions with the total composition C7H18 in a non-equilibrium geometry.

The geometry in ORCA input format:
```
! RIJCOSX wB97M-V def2-TZVPD def2/J DEFGRID3
* xyz 0 1
C -0.312 -0.083 -2.181
C -1.828 -0.567 -2.467
C -0.189 1.402 -2.424
H -0.236 -0.009 -1.022
H 0.354 -0.830 -2.584
H -2.216 -0.066 -3.329
H 0.414 1.701 -3.266
H -1.118 1.943 -2.594
H 0.125 2.006 -1.364
H -1.640 -1.602 -2.600
H -2.485 -0.427 -1.642
C 0.708 -0.062 1.467
C -0.528 -0.859 1.117
C 0.467 0.866 2.717
C 1.932 -0.846 1.799
H 0.948 0.656 0.542
H -0.532 -1.746 1.621
H -0.491 -1.449 0.232
H -0.146 0.327 3.461
H 1.238 1.158 3.406
H -0.045 1.752 2.538
H 2.922 -0.551 1.412
H 2.055 -0.902 2.847
H 1.932 -1.689 1.198
H -1.330 -0.123 1.116
*
```

SMILES: CC(C)C.CCC
M in g/mol: 102.2
Strongest force on any atom in eV/A: 4.73
Calculated total energy in hartree: -277.3845
Highest occupied orbital energy in eV: -10.31


Entry 5:
The following is a DFT calculation (the ωB97M-V functional and the def2-TZVPD basis) of a molecular structure, C17H17ClEuINO in a non-equilibrium geometry.

The geometry in ORCA input format:
```
! RIJCOSX wB97M-V def2-TZVPD def2/J DEFGRID3
* xyz 0 8
C 3.464 0.003 -1.524
C 2.471 -3.110 0.014
C 4.232 0.067 -0.390
H 3.210 0.857 -2.107
C 2.212 -2.359 1.082
H 1.972 -4.054 -0.120
H 4.905 0.983 -0.331
H 1.577 -2.756 1.877
C 4.080 -0.610 0.927
H 4.580 0.024 1.688
H 4.781 -1.449 0.874
C 2.610 -1.181 -1.924
H 2.466 -1.333 -3.033
H 1.600 -0.884 -1.474
C 3.088 -2.548 -1.277
H 4.169 -2.453 -1.095
H 2.938 -3.314 -2.066
C 2.692 -0.986 1.452
H 2.757 -0.961 2.557
H 2.032 -0.148 1.170
Eu -0.364 0.267 -2.375
H -1.237 1.667 -1.143
Cl -6.231 2.095 2.045
C -5.165 1.359 0.914
C -5.665 0.355 0.078
C -4.830 -0.284 -0.855
I -5.443 -1.769 -2.179
C -3.454 0.130 -0.992
O -2.663 -0.254 -1.964
C -2.968 1.078 -0.034
N -1.584 1.464 -0.103
C -1.101 2.473 0.742
C -1.905 3.094 1.634
C -3.257 2.785 1.690
C -3.799 1.765 0.886
H -6.722 0.060 0.146
H -0.064 2.754 0.561
H -1.474 3.830 2.274
H -3.908 3.342 2.374
*
```

M in g/mol: 565.7
Strongest force on any atom in eV/A: 3.62
Calculated total energy in hartree: -2255.9108
Highest occupied orbital energy (alpha / beta) in eV: -5.40 / -7.20


Entry 6:
The following is a DFT calculation (the ωB97M-V functional and the def2-TZVPD basis) of 6 unconnected molecules or ions with the total composition C17H30F8O21PS5.

The geometry in ORCA input format:
```
! RIJCOSX wB97M-V def2-TZVPD def2/J DEFGRID3
* xyz 1 1
F 8.501 -2.707 6.190
C 8.993 -2.184 5.051
F 9.936 -1.281 5.363
C 7.864 -1.438 4.314
F 7.282 -0.567 5.159
F 8.416 -0.768 3.280
C 6.771 -2.385 3.762
F 6.108 -2.939 4.808
F 7.396 -3.388 3.106
C 5.717 -1.725 2.797
F 5.880 -0.390 2.782
F 5.932 -2.184 1.544
C 4.275 -2.049 3.159
O 3.915 -1.248 4.260
C 2.840 -1.718 5.008
C 1.500 -1.708 4.217
P 0.622 -3.263 4.305
H 9.438 -2.968 4.438
H 3.684 -1.823 2.269
H 4.185 -3.120 3.379
H 2.741 -1.051 5.861
H 3.060 -2.719 5.413
H 1.628 -1.479 3.159
H 0.813 -0.958 4.617
H 1.345 -4.296 3.710
H 0.364 -3.638 5.622
H -0.588 -3.192 3.617
C 1.460 -1.380 -1.782
C 2.666 -0.981 -0.966
O 2.201 -1.115 0.405
S 1.182 -2.318 0.496
O 1.842 -3.480 1.003
O 0.037 -1.870 1.227
O 0.876 -2.486 -1.024
H 0.732 -0.577 -1.846
H 1.723 -1.722 -2.776
H 2.966 0.045 -1.159
H 3.509 -1.657 -1.111
C -1.452 2.170 0.279
C -1.972 2.542 -1.094
O -0.928 3.374 -1.634
S 0.485 2.871 -1.126
O 1.061 2.029 -2.119
O 1.211 3.967 -0.600
O -0.042 1.946 0.068
H -1.578 2.986 0.992
H -1.893 1.258 0.670
H -2.897 3.110 -1.047
H -2.099 1.668 -1.735
C -1.702 -1.989 -6.330
C -2.613 -2.455 -5.211
O -2.052 -1.820 -4.037
S -1.457 -0.396 -4.426
O -2.408 0.618 -4.126
O -0.135 -0.301 -3.920
O -1.427 -0.615 -5.993
H -0.761 -2.539 -6.350
H -2.174 -2.017 -7.307
H -2.599 -3.530 -5.059
H -3.637 -2.107 -5.352
C -7.016 -0.101 -4.362
C -5.700 0.250 -5.027
O -5.688 -0.554 -6.215
S -7.180 -0.724 -6.777
O -7.422 0.212 -7.811
O -7.403 -2.111 -6.975
O -7.930 -0.222 -5.462
H -6.968 -1.060 -3.842
H -7.373 0.669 -3.684
H -4.829 0.005 -4.426
H -5.663 1.305 -5.304
C -4.333 6.135 3.054
C -3.023 6.519 2.392
O -2.989 5.687 1.218
S -4.467 5.496 0.645
O -4.719 6.422 -0.395
O -4.657 4.101 0.433
O -5.239 5.972 1.949
H -4.258 5.189 3.591
H -4.727 6.906 3.710
H -2.151 6.294 2.999
H -3.007 7.565 2.088
*
```

M in g/mol: 913.7
Strongest force on any atom in eV/A: 0.60
Calculated total energy in hartree: -5376.6525
Highest occupied orbital energy in eV: -12.66


Q: What is the M in the second record?
A: 526.8 g/mol


Q: Which of these has the lowest strongest force on any atom?
A: C17H30F8O21PS5


Q: strongest force on any atom of number 5 (C17H17ClEuINO)?
A: 3.62 eV/A


Q: What is the M in the fifth record?
A: 565.7 g/mol